# 1
73
Properties=species:S:1:pos:R:3:lowdin_charge:R:1 method="wB97M-V/def2-TZVPD" total_energy_ev=-40009.701 molar_mass_g_mol=423.556 e_homo_ev=-9.3 de_lowest_kcal_mol=51.39
C -0.748 7.200 -2.161 -0.105
O -0.925 6.114 -1.249 -0.190
C 0.117 5.092 -1.179 -0.146
C -0.165 3.732 -0.368 -0.354
C -0.055 3.865 1.125 -0.067
N 0.847 2.727 -0.841 0.005
H -0.719 6.937 -3.219 0.086
H 0.161 7.700 -1.828 0.080
H -1.473 7.991 -1.967 0.085
H 0.309 4.763 -2.201 0.107
H 1.135 5.390 -0.926 0.116
H -1.177 3.384 -0.576 0.132
H -0.374 2.940 1.604 0.067
H -0.715 4.661 1.470 0.091
H 0.949 3.938 1.543 0.082
H 1.056 2.141 -0.045 0.061
H 1.720 3.232 -0.891 0.089
C 2.803 -0.322 0.856 -0.125
O 1.775 -0.419 1.735 -0.164
C 1.830 -1.616 2.431 -0.207
C 0.898 -1.631 3.631 -0.474
C 0.803 -3.011 4.180 -0.068
N -0.390 -1.187 3.335 0.031
H 2.738 0.542 0.195 0.088
H 2.888 -1.209 0.228 0.081
H 3.714 -0.243 1.450 0.098
H 1.501 -2.476 1.848 0.125
H 2.850 -1.866 2.724 0.136
H 1.304 -0.973 4.399 0.145
H 0.688 -3.731 3.369 0.089
H 0.056 -3.108 4.968 0.085
H 1.765 -3.267 4.624 0.085
H -0.876 -0.894 4.171 0.111
H -0.214 -0.458 2.659 0.063
C -1.778 -2.524 -2.978 -0.077
O -0.522 -2.482 -2.384 -0.296
C 0.584 -2.080 -3.177 -0.171
C 1.823 -2.625 -2.435 -0.435
C 3.168 -2.032 -2.930 -0.051
N 1.976 -4.020 -2.568 0.042
H -2.553 -2.872 -2.295 0.102
H -1.612 -3.240 -3.783 0.097
H -2.036 -1.509 -3.284 0.096
H 0.449 -2.387 -4.214 0.128
H 0.490 -1.013 -3.383 0.110
H 1.767 -2.376 -1.375 0.115
H 3.980 -2.478 -2.355 0.078
H 3.248 -1.013 -2.551 0.066
H 3.347 -2.066 -4.004 0.083
H 2.324 -4.283 -3.479 0.082
H 1.045 -4.399 -2.467 0.074
N -0.650 0.237 -1.111 0.222
C -0.968 -0.181 0.060 -0.778
N -0.878 -1.477 0.080 0.207
O -1.433 0.482 0.958 0.019
H -0.474 1.219 -1.265 0.081
H -0.407 -0.497 -1.761 0.073
H -1.072 -1.818 1.010 0.100
H -0.474 -2.046 -0.650 0.080
N -2.572 -3.147 3.705 0.168
C -3.630 -2.620 3.169 -0.816
N -3.414 -1.388 2.798 0.172
O -4.728 -3.102 3.159 0.040
H -1.688 -2.661 3.757 0.038
H -2.750 -4.060 4.098 0.121
H -2.482 -1.004 2.850 0.054
H -4.195 -0.814 2.515 0.118
O -3.828 1.858 0.237 -0.062
H -3.024 1.348 0.329 -0.030
H -4.526 1.251 0.484 0.021
O 1.499 1.925 -3.430 -0.077
H 1.248 2.130 -2.530 -0.056
H 0.668 1.826 -3.894 0.024

# 2
79
Properties=species:S:1:pos:R:3:mulliken_spin:R:1 method="wB97M-V/def2-TZVPD" total_energy_ev=-124970.539 molar_mass_g_mol=609.186 e_homo_ev="-11.5 / -11.5" total_charge=+1 s2=20.017 spin_multiplicity=9
Fe 1.095 -1.672 -0.711 3.759
Fe 0.358 0.864 2.179 3.800
P -0.132 0.553 -0.386 -0.039
O 0.421 -0.471 0.692 0.075
O 0.872 0.132 -1.513 0.088
O 0.179 1.844 0.406 0.070
O -1.515 0.128 -0.740 0.001
C -0.863 -3.908 -1.930 0.010
O -0.565 -2.952 -0.901 0.045
H -1.592 -4.630 -1.570 0.002
H -1.286 -3.399 -2.800 0.000
H 0.044 -4.416 -2.245 -0.004
H -1.413 -2.714 -0.439 -0.003
C 2.093 0.427 -4.499 -0.001
O 1.949 1.497 -3.603 0.002
H 1.664 -0.491 -4.082 0.001
H 1.615 0.673 -5.444 0.000
H 3.155 0.219 -4.665 0.000
H 1.520 1.124 -2.802 0.009
C -4.290 -1.844 0.347 0.000
O -2.938 -2.043 0.031 0.000
H -4.408 -1.117 1.154 0.000
H -4.915 -1.582 -0.508 0.000
H -4.726 -2.783 0.709 0.000
H -2.620 -1.267 -0.483 0.000
C -2.166 -0.050 -4.104 0.001
O -2.835 -0.685 -3.035 0.000
H -1.080 -0.197 -4.050 -0.001
H -2.481 -0.505 -5.048 0.000
H -2.407 1.015 -4.197 0.000
H -2.326 -0.509 -2.223 0.001
C -2.612 0.814 3.442 0.000
O -1.746 1.358 2.414 0.048
H -3.225 0.019 3.020 0.004
H -2.018 0.514 4.297 -0.001
H -3.295 1.599 3.779 0.003
H -2.348 1.593 1.639 0.001
C -3.872 2.648 -0.625 0.000
O -3.300 1.741 0.352 -0.001
H -3.303 3.578 -0.659 0.000
H -3.888 2.162 -1.602 0.000
H -4.899 2.878 -0.345 0.000
H -2.721 1.088 -0.128 0.001
C 2.943 3.410 -0.559 0.003
O 3.486 3.251 -1.867 0.000
H 2.256 4.258 -0.519 0.000
H 2.375 2.525 -0.218 0.004
H 3.746 3.505 0.177 0.000
H 2.893 2.680 -2.391 0.001
C -1.427 4.824 1.134 -0.001
O -0.794 4.402 -0.058 0.001
H -1.514 5.905 1.123 0.000
H -2.432 4.379 1.224 0.000
H -0.875 4.511 2.033 0.001
H -0.487 3.484 0.077 0.003
C 3.925 -0.473 -0.839 0.000
O 3.099 -1.242 -0.308 0.051
N 5.216 -0.487 -0.570 0.003
C 5.842 -1.479 0.261 0.001
C 6.106 0.527 -1.098 0.000
H 3.657 0.276 -1.588 0.002
H 6.266 -1.024 1.157 0.000
H 6.567 -2.071 -0.300 0.000
H 5.137 -2.227 0.631 0.000
H 5.556 1.288 -1.648 0.000
H 6.668 0.976 -0.282 0.000
H 6.795 0.070 -1.811 0.000
C 0.284 -1.600 4.237 0.007
O 0.455 -0.574 3.581 0.030
N -0.543 -2.570 3.943 0.011
C -1.373 -2.587 2.751 0.002
C -0.707 -3.711 4.859 0.000
H 0.834 -1.734 5.167 0.003
H -1.132 -3.460 2.154 -0.001
H -1.265 -1.666 2.185 0.005
H -2.427 -2.566 3.040 0.000
H -0.296 -4.603 4.380 0.000
H -0.245 -3.524 5.820 0.000
H -1.769 -3.905 5.001 0.000

# 3
82
Properties=species:S:1:pos:R:3:lowdin_charge:R:1 method="wB97M-V/def2-TZVPD" total_energy_ev=-52504.358 molar_mass_g_mol=538.612 e_homo_ev=-9.1 de_lowest_kcal_mol=183.33
C -2.597 5.048 -17.847 -0.125
O -2.810 3.675 -17.860 -0.210
C -1.559 2.967 -18.080 -0.171
C -0.844 2.631 -16.674 -0.430
C 0.353 1.725 -16.865 -0.080
N -1.817 1.989 -15.794 0.038
H -2.130 5.360 -18.781 0.091
H -2.047 5.272 -16.933 0.087
H -3.578 5.519 -17.792 0.091
H -1.864 2.038 -18.561 0.115
H -0.864 3.266 -18.865 0.117
H -0.557 3.623 -16.327 0.125
H 0.253 0.733 -17.307 0.079
H 0.717 1.572 -15.849 0.077
H 1.099 2.255 -17.458 0.075
H -2.619 2.524 -16.094 0.051
H -2.056 1.095 -16.199 0.070
C 9.746 -2.023 -18.750 -0.152
O 10.912 -1.298 -18.828 -0.187
C 12.159 -2.042 -18.980 -0.160
C 13.433 -1.125 -18.758 -0.471
C 14.679 -1.982 -18.977 -0.069
N 13.327 -0.471 -17.522 0.039
H 9.587 -2.411 -19.756 0.086
H 8.923 -1.386 -18.426 0.088
H 9.679 -2.888 -18.090 0.083
H 12.174 -2.941 -18.364 0.119
H 12.324 -2.539 -19.936 0.107
H 13.549 -0.366 -19.531 0.135
H 14.831 -2.476 -18.017 0.082
H 15.583 -1.389 -19.119 0.072
H 14.638 -2.501 -19.935 0.078
H 12.504 0.105 -17.622 0.072
H 12.999 -1.170 -16.872 0.078
N 13.864 -1.793 -9.182 0.147
C 14.132 -1.867 -10.455 -0.714
N 15.373 -1.489 -10.678 0.146
O 13.454 -2.469 -11.350 -0.030
H 13.339 -2.503 -8.692 0.121
H 14.561 -1.400 -8.565 0.102
H 15.977 -1.141 -9.946 0.108
H 15.664 -1.561 -11.642 0.120
N 7.521 -2.648 -11.216 0.166
C 6.471 -2.171 -11.806 -0.874
N 6.728 -1.287 -12.749 0.158
O 5.402 -2.448 -11.507 0.100
H 8.422 -2.653 -11.672 0.109
H 7.474 -3.210 -10.378 0.120
H 7.635 -0.873 -12.911 0.108
H 5.925 -1.000 -13.289 0.112
N 4.576 -4.106 -3.627 0.163
C 4.874 -4.416 -4.828 -0.889
N 3.828 -4.695 -5.484 0.167
O 5.978 -4.529 -5.232 0.080
H 5.174 -3.417 -3.195 0.129
H 3.579 -3.980 -3.524 0.103
H 2.967 -4.758 -4.960 0.114
H 3.907 -4.582 -6.485 0.135
N -0.859 2.166 -9.583 0.157
C 0.013 1.684 -8.754 -0.804
N -0.068 0.371 -8.703 0.150
O 0.780 2.318 -8.071 0.040
H -1.318 1.673 -10.336 0.111
H -0.865 3.143 -9.838 0.117
H -0.434 -0.166 -9.476 0.111
H 0.499 0.032 -7.938 0.117
N 12.797 -8.064 -15.111 0.137
C 14.059 -8.388 -14.982 -0.738
N 14.116 -9.581 -15.621 0.119
O 14.950 -7.702 -14.529 0.058
H 12.458 -7.274 -14.581 0.120
H 12.173 -8.828 -15.327 0.102
H 14.968 -10.100 -15.468 0.103
H 13.367 -10.227 -15.825 0.098
N 6.114 3.806 -9.341 0.148
C 6.382 4.353 -10.512 -0.782
N 5.319 4.604 -11.203 0.158
O 7.511 4.448 -10.979 0.021
H 5.325 3.278 -8.996 0.113
H 6.884 3.995 -8.716 0.111
H 4.389 4.383 -10.879 0.112
H 5.380 5.051 -12.107 0.119

# 4
75
Properties=species:S:1:pos:R:3:mulliken_spin:R:1 method="wB97M-V/def2-TZVPD" total_energy_ev=-43201.246 molar_mass_g_mol=611.416 e_homo_ev="-11.7 / -11.7" total_charge=+1 s2=2.003 spin_multiplicity=3 de_lowest_kcal_mol=1.08
Pt -22.388 15.111 12.938 1.524
B -21.250 16.757 14.167 0.081
H -21.202 17.006 13.034 0.039
H -20.731 15.724 14.279 0.047
H -20.723 17.535 14.828 0.037
H -22.347 16.634 14.519 0.046
C -23.795 13.596 15.444 -0.003
C -22.307 13.473 15.790 0.005
O -21.548 13.414 14.577 0.011
O -24.020 14.760 14.625 0.049
H -24.323 13.812 16.383 -0.002
H -24.310 12.693 15.106 0.002
H -22.218 12.596 16.429 0.000
H -22.003 14.371 16.328 0.002
H -21.005 12.618 14.607 0.000
H -24.972 14.987 14.718 0.004
C -19.047 14.432 12.406 0.004
C -18.607 15.792 11.875 -0.005
O -18.504 15.829 10.460 0.000
O -20.427 14.147 12.114 0.039
H -18.855 14.406 13.476 0.002
H -18.490 13.663 11.867 0.000
H -17.621 16.033 12.286 -0.001
H -19.286 16.565 12.228 0.001
H -17.870 15.166 10.171 0.000
H -20.582 13.692 11.284 0.001
C -17.525 16.281 17.792 0.000
C -18.484 16.872 16.814 0.001
O -19.761 16.300 17.054 0.000
O -16.212 16.757 17.559 0.000
H -17.490 15.185 17.752 0.000
H -17.849 16.481 18.824 0.000
H -18.124 16.574 15.818 0.000
H -18.496 17.965 16.854 0.000
H -20.309 16.533 16.295 -0.003
H -15.554 16.269 18.053 0.000
C -23.735 17.554 11.520 0.005
C -23.201 16.734 10.352 0.004
O -22.073 15.945 10.815 0.052
O -24.034 16.711 12.638 0.060
H -24.633 18.124 11.284 0.004
H -22.955 18.247 11.856 -0.002
H -22.977 17.401 9.523 0.003
H -23.952 15.990 10.074 -0.003
H -21.630 15.550 10.055 0.002
H -24.968 16.831 12.840 0.008
C -22.611 19.915 15.696 0.001
O -23.013 19.139 14.548 -0.001
H -22.757 19.325 16.603 0.000
H -21.594 20.259 15.495 0.000
H -23.272 20.779 15.754 0.000
H -22.483 18.319 14.606 -0.011
C -19.158 19.594 12.477 0.000
O -18.936 19.081 13.781 0.001
H -18.659 20.551 12.337 0.000
H -18.771 18.922 11.706 0.000
H -20.231 19.753 12.344 0.000
H -19.634 18.456 14.005 -0.001
C -25.149 16.986 16.795 0.000
C -26.557 16.906 16.215 -0.001
C -26.967 18.131 15.377 0.000
O -27.528 19.054 16.254 0.000
C -27.970 20.279 15.713 0.000
N -26.692 15.643 15.451 0.002
H -24.350 16.882 16.060 -0.003
H -24.996 16.148 17.487 0.000
H -25.049 17.884 17.404 0.000
H -27.219 16.767 17.074 0.000
H -27.784 17.731 14.755 0.000
H -26.159 18.525 14.753 0.000
H -28.496 20.850 16.471 0.000
H -28.643 20.080 14.872 0.000
H -27.138 20.875 15.326 0.000
H -26.542 14.869 16.095 0.000
H -27.658 15.495 15.168 0.000

# 5
82
Properties=species:S:1:pos:R:3:lowdin_charge:R:1 method="wB97M-V/def2-TZVPD" total_energy_ev=-50676.533 molar_mass_g_mol=516.598 e_homo_ev=-9.0 de_lowest_kcal_mol=42.96
N 1.474 -3.051 2.509 0.161
C 2.442 -3.459 3.355 -0.695
N 2.325 -4.744 3.741 0.150
O 3.349 -2.697 3.714 -0.012
H 1.398 -2.057 2.278 0.045
H 0.672 -3.592 2.229 0.083
H 1.527 -5.246 3.396 0.093
H 3.100 -5.274 4.093 0.103
N 1.337 -0.731 -3.315 0.180
C 1.297 0.468 -3.962 -0.687
N 0.055 0.973 -4.143 0.156
O 2.291 1.098 -4.314 0.011
H 0.509 -1.306 -3.263 0.044
H 2.244 -1.137 -3.157 0.110
H -0.090 1.849 -4.604 0.102
H -0.705 0.513 -3.676 0.056
N 2.747 1.256 -0.577 0.180
C 3.920 1.034 -1.202 -0.694
N 4.480 2.128 -1.772 0.172
O 4.406 -0.099 -1.305 -0.008
H 2.386 2.193 -0.628 0.058
H 2.306 0.481 -0.113 0.078
H 4.081 3.004 -1.468 0.054
H 5.368 2.020 -2.222 0.109
N 0.841 1.161 3.381 0.187
C 1.665 0.451 2.602 -0.623
N 2.966 0.787 2.800 0.198
O 1.306 -0.449 1.823 -0.039
H -0.074 0.727 3.374 0.126
H 1.196 1.724 4.127 0.108
H 3.207 1.524 3.429 0.103
H 3.621 0.261 2.241 0.125
N -0.080 -3.134 -1.404 0.179
C -0.468 -4.389 -1.066 -0.691
N -1.081 -5.054 -2.084 0.154
O -0.258 -4.920 0.022 0.008
H 0.354 -2.661 -0.629 0.096
H -0.537 -2.684 -2.186 0.034
H -1.312 -6.008 -1.863 0.103
H -1.271 -4.660 -2.983 0.081
C -3.884 -2.681 0.200 -0.058
C -4.005 -1.349 0.914 -0.507
C -5.185 -1.264 1.866 -0.041
O -2.831 -1.123 1.677 -0.059
H -2.973 -2.779 -0.401 0.051
H -4.694 -2.888 -0.505 0.083
H -3.774 -3.564 0.836 0.092
H -4.046 -0.578 0.132 0.118
H -5.229 -0.347 2.445 0.069
H -5.058 -2.105 2.556 0.086
H -6.115 -1.558 1.376 0.083
H -2.069 -1.427 1.168 0.061
C 1.554 4.475 0.980 -0.056
C 2.633 5.074 0.080 -0.474
C 3.991 4.981 0.781 -0.056
O 2.690 4.392 -1.168 -0.066
H 1.818 3.430 1.160 0.055
H 0.614 4.419 0.426 0.078
H 1.451 5.029 1.910 0.085
H 2.435 6.141 -0.059 0.136
H 4.824 5.137 0.092 0.082
H 4.187 4.018 1.256 0.075
H 4.110 5.751 1.545 0.081
H 1.994 4.758 -1.722 0.110
C -0.794 0.973 -0.515 -0.146
O -0.506 -0.347 -0.143 -0.156
H 0.102 1.581 -0.676 0.062
H -1.306 0.937 -1.478 0.063
H -1.395 1.466 0.258 0.074
H 0.108 -0.373 0.614 0.022
C -2.502 -1.562 -3.116 -0.116
O -1.304 -2.063 -3.711 -0.167
H -2.338 -1.299 -2.071 0.062
H -2.890 -0.667 -3.608 0.086
H -3.219 -2.384 -3.149 0.090
H -1.497 -2.418 -4.584 0.110
C -4.372 2.379 1.450 -0.177
O -5.724 2.503 1.074 -0.110
H -3.793 1.667 0.852 0.053
H -3.891 3.360 1.441 0.079
H -4.307 1.906 2.435 0.076
H -5.805 2.102 0.206 0.072

# 6
73
Properties=species:S:1:pos:R:3:mulliken_spin:R:1 method="wB97M-V/def2-TZVPD" total_energy_ev=-36121.630 molar_mass_g_mol=386.551 e_homo_ev="-13.0 / -13.0" total_charge=+2 s2=0.755 spin_multiplicity=2 de_lowest_kcal_mol=42.33
O -4.870 -0.124 -0.556 0.000
H -4.077 -0.218 -0.023 0.000
H -5.204 -1.003 -0.752 0.000
H -5.641 0.291 -0.163 0.000
O -3.544 -3.558 0.680 0.000
H -4.261 -3.554 0.042 0.000
H -3.511 -2.673 1.050 0.000
H -2.709 -3.838 0.296 0.000
C -1.108 -0.004 2.476 0.001
C -2.555 0.054 1.927 0.000
O -3.319 -1.062 1.527 0.000
H -1.320 -0.222 3.523 0.000
H -0.598 0.950 2.349 0.000
H -0.454 -0.750 2.024 0.000
H -2.592 0.914 1.258 0.000
H -3.096 0.565 2.722 0.000
C 3.040 -1.971 4.692 0.094
C 3.568 -0.669 3.974 0.039
C 2.804 -0.264 2.626 0.012
O 3.049 -1.354 1.684 0.003
C 4.368 -1.312 1.088 0.003
N 3.516 0.510 4.863 0.773
H 1.952 -1.999 4.742 0.008
H 3.331 -2.124 5.731 0.000
H 3.217 -2.879 4.115 -0.009
H 4.618 -0.909 3.810 0.094
H 3.099 0.687 2.182 -0.004
H 1.730 -0.114 2.741 -0.007
H 5.161 -1.448 1.824 0.004
H 4.523 -0.287 0.752 0.000
H 4.575 -1.988 0.259 0.001
H 3.750 1.396 4.437 -0.004
H 4.301 0.393 5.487 -0.011
C 0.798 3.456 -5.258 0.000
C 0.205 2.753 -4.029 0.000
C 1.028 2.933 -2.683 0.000
O 0.457 2.167 -1.614 0.000
C 1.282 2.046 -0.479 0.000
N -1.104 3.212 -3.887 0.000
H 0.047 3.257 -6.022 0.000
H 1.774 3.035 -5.499 0.000
H 0.888 4.521 -5.043 0.000
H 0.079 1.683 -4.195 0.000
H 0.973 3.993 -2.435 0.000
H 2.095 2.736 -2.782 0.000
H 1.009 1.590 0.472 0.000
H 1.746 3.026 -0.366 0.000
H 2.222 1.564 -0.747 0.000
H -1.015 4.180 -3.614 0.000
H -1.471 2.644 -3.137 0.000
C -1.505 -0.870 -3.619 0.000
C -1.324 -0.959 -2.091 0.000
C 0.149 -1.167 -1.796 0.000
O 0.616 -2.426 -2.368 0.000
C 2.057 -2.453 -2.530 0.000
N -1.775 0.205 -1.492 0.000
H -1.021 -1.760 -4.021 0.000
H -0.919 0.006 -3.897 0.000
H -2.570 -0.793 -3.838 0.000
H -1.988 -1.715 -1.670 0.000
H 0.455 -1.155 -0.750 0.000
H 0.658 -0.261 -2.126 0.000
H 2.361 -1.957 -3.452 0.000
H 2.332 -3.504 -2.613 0.000
H 2.665 -2.200 -1.661 0.000
H -1.195 0.988 -1.758 0.000
H -1.905 -0.026 -0.517 0.000
O -5.528 2.528 2.905 0.000
H -5.627 3.318 3.437 0.000
H -4.605 2.293 2.993 0.000
O -1.381 -3.024 3.233 0.000
H -2.000 -2.327 3.013 0.000
H -0.710 -2.973 2.552 0.000